The following is a DFT calculation (the ωB97M-V functional and the def2-TZVPD basis) of the molecule C2H3Cl.

Each line ends with the Mulliken charge.
Geometry (Å):
Cl  -2.077  -0.201  0.038  -0.164
C  0.704  -0.367  0.045  -0.432
C  -0.426  0.315  -0.017  -0.166
H  1.498  0.284  0.302  0.253
H  0.737  -1.465  -0.215  0.233
H  -0.436  1.434  -0.154  0.276

Summary:
- E_HOMO: -0.357 Ha
- Orbital gap: 10.86 eV
- Energy relative to the best compared isomer or geometry (same formula, charge and spin): 0.469 eV
- Strongest force on any atom: 0.04468 Eh/bohr
- Charge: 0